Record 1
116
Properties=species:S:1:pos:R:3 method="wB97M-V/def2-TZVPD" charge=+1 homo_energy_ev=-9.67
Ti -0.34 -0.43 0.28
N 1.98 -3.63 1.14
C 1.11 -4.80 1.49
C -0.18 -4.83 0.67
C -0.83 -3.43 0.67
N -0.19 -2.48 -0.24
H 2.83 -3.89 0.74
H 2.16 -2.98 1.89
H 0.77 -4.74 2.54
H 1.65 -5.72 1.33
H -0.81 -5.56 1.17
H -0.05 -5.09 -0.40
H -0.81 -3.07 1.69
H -1.89 -3.47 0.40
H -0.47 -2.66 -1.19
H 0.83 -2.62 -0.12
C 6.58 3.27 2.75
C 5.32 3.77 2.59
C 4.28 2.87 2.38
C 4.44 1.52 2.29
C 5.74 1.02 2.52
C 6.78 1.92 2.68
P 3.03 0.41 2.14
C 1.78 1.43 2.96
C 1.66 1.42 4.36
C 0.75 2.32 4.94
C 0.02 3.23 4.21
C 0.14 3.22 2.79
C 1.02 2.31 2.21
C 2.76 0.49 0.27
C 3.91 0.81 -0.46
C 4.05 0.49 -1.83
C 2.96 -0.09 -2.49
C 1.78 -0.33 -1.77
C 1.64 -0.01 -0.40
H 7.41 3.95 2.82
H 5.20 4.86 2.63
H 3.30 3.30 2.35
H 5.93 -0.06 2.47
H 7.81 1.53 2.78
H 2.26 0.75 5.00
H 0.66 2.38 6.04
H -0.67 3.90 4.68
H -0.45 3.91 2.18
H 1.18 2.42 1.14
H 4.69 1.34 0.08
H 4.97 0.71 -2.36
H 3.01 -0.38 -3.52
H 0.98 -0.72 -2.35
C -4.27 -1.62 0.24
C -3.71 -1.16 1.56
C -4.58 -0.92 2.64
C -4.08 -0.71 3.92
C -2.69 -0.84 4.12
C -2.01 -0.91 5.36
Br -3.10 -0.84 6.91
C -0.70 -1.25 5.46
C 0.05 -1.37 4.30
Br 1.83 -2.05 4.39
C -0.49 -1.06 3.08
O 0.21 -0.96 1.97
C -1.91 -1.00 2.97
N -2.42 -1.09 1.72
H -4.59 -2.67 0.30
H -3.50 -1.58 -0.49
H -5.14 -1.05 -0.11
H -5.66 -0.90 2.50
H -4.78 -0.50 4.74
H -0.23 -1.39 6.41
C 1.77 -4.35 -3.83
O 0.95 -3.19 -3.76
C -0.35 -3.40 -3.44
C -0.83 -4.59 -2.87
C -2.17 -4.68 -2.49
C -3.05 -3.61 -2.66
C -2.55 -2.44 -3.21
C -1.23 -2.34 -3.56
N -0.66 -1.19 -4.16
C -1.14 0.04 -4.21
C -2.11 0.63 -3.39
C -2.90 1.67 -3.95
C -3.92 2.26 -3.23
C -4.17 1.81 -1.93
C -3.34 0.89 -1.32
C -2.26 0.28 -2.01
O -1.45 -0.53 -1.39
H 1.35 -5.16 -4.45
H 1.97 -4.71 -2.82
H 2.70 -3.96 -4.23
H -0.20 -5.45 -2.79
H -2.53 -5.63 -2.08
H -4.08 -3.66 -2.37
H -3.20 -1.61 -3.37
H 0.11 -1.43 -4.76
H -0.76 0.67 -5.04
H -2.72 1.93 -4.99
H -4.50 3.07 -3.64
H -5.00 2.20 -1.33
H -3.44 0.75 -0.27
O -2.53 2.81 0.71
C -1.53 2.45 0.11
O -0.93 1.30 0.44
C -0.94 3.21 -0.96
C 0.10 2.64 -1.69
C 0.62 3.26 -2.81
C 0.07 4.47 -3.19
O 0.42 5.23 -4.27
C -0.25 6.47 -4.04
O -1.27 6.24 -3.07
C -0.93 5.09 -2.43
C -1.45 4.48 -1.33
H 0.54 1.69 -1.41
H 1.45 2.78 -3.34
H -0.69 6.81 -4.97
H 0.44 7.21 -3.57
H -2.28 4.91 -0.81


Record 2
12
Properties=species:S:1:pos:R:3 method="wB97M-V/def2-TZVPD" multiplicity=2 homo_energy_ev="-9.54 / -9.20"
O -0.61 3.14 2.68
C -0.54 2.20 1.96
H -0.84 1.21 2.34
H -0.06 2.17 0.97
C 0.43 -1.72 -1.41
C 0.22 -0.42 -0.64
S -1.32 -0.39 0.29
H -0.53 -2.18 -1.63
H 0.92 -2.53 -0.86
H 1.10 -1.63 -2.27
H 0.14 0.36 -1.40
H 1.10 -0.19 -0.04


Record 3
42
Properties=species:S:1:pos:R:3 method="wB97M-V/def2-TZVPD" homo_energy_ev=-6.72
C -0.76 -1.56 -3.62
C -0.03 -0.33 -3.17
O -0.60 0.08 -1.91
C 0.10 1.17 -1.46
C -0.61 1.81 -0.37
C -0.15 3.09 0.12
C 1.04 3.68 -0.37
C 1.35 5.01 -0.09
C 0.55 5.72 0.82
C -0.55 5.11 1.44
C -0.88 3.79 1.13
O 1.22 1.43 -1.92
H -0.45 -1.78 -4.64
H -0.52 -2.43 -2.99
H -1.84 -1.41 -3.59
H 1.05 -0.53 -3.08
H -0.19 0.50 -3.88
H -1.66 1.55 -0.28
H 1.72 3.08 -1.00
H 2.18 5.49 -0.61
H 0.77 6.77 1.02
H -1.19 5.67 2.12
H -1.66 3.25 1.67
C -1.61 -1.13 2.26
N -0.58 -1.28 1.22
C 0.09 -2.56 1.12
C 0.23 -3.33 2.28
C 0.86 -4.58 2.20
C 1.25 -5.08 0.96
C 1.09 -4.30 -0.21
C 0.57 -3.00 -0.13
C -0.11 -0.11 0.76
H -1.94 -2.09 2.66
H -1.22 -0.47 3.09
H -2.45 -0.62 1.74
H -0.14 -2.93 3.24
H 1.01 -5.13 3.15
H 1.67 -6.07 0.90
H 1.37 -4.70 -1.19
H 0.50 -2.36 -1.01
H 0.84 -0.17 0.22
H -0.34 0.76 1.42


Record 4
19
Properties=species:S:1:pos:R:3 method="wB97M-V/def2-TZVPD" smiles="CC(=O)N1CCCC1" homo_energy_ev=-9.02
C -1.69 0.24 -1.99
C -1.67 0.04 -0.49
N -0.43 -0.28 0.03
C 0.87 -0.04 -0.66
C 1.88 -0.15 0.48
C 1.09 0.25 1.73
C -0.24 -0.43 1.49
O -2.67 -0.01 0.18
H -2.50 0.90 -2.27
H -0.79 0.76 -2.33
H -1.83 -0.71 -2.51
H 1.03 -0.70 -1.51
H 0.82 0.98 -1.04
H 2.23 -1.18 0.43
H 2.73 0.53 0.43
H 1.64 -0.04 2.63
H 0.99 1.33 1.81
H -0.33 -1.51 1.64
H -1.10 0.04 1.96